No. 1
# C7H21N7O14

7 unconnected molecules or ions with the total composition C7H21N7O14 at a distorted geometry (ωB97M-V/def2-TZVPD, OMol25).

Last columns: bonded neighbours and bond lengths (Å).
Positions of all 49 atoms, in Å:
1 C 3.79 2.44 1.88  N2 1.490, H5 1.086, H6 1.084, H7 1.086
2 N 5.19 2.67 1.42  C1 1.490, O3 1.208, O4 1.216
3 O 5.74 1.75 0.87  N2 1.208
4 O 5.68 3.76 1.65  N2 1.216
5 H 3.84 1.95 2.85  C1 1.086
6 H 3.28 1.85 1.12  C1 1.084
7 H 3.25 3.38 1.99  C1 1.086
8 C 0.14 1.70 -0.32  N9 1.474, H12 1.088, H13 1.086, H14 1.090
9 N -0.10 0.25 -0.14  C8 1.474, O10 1.221, O11 1.211
10 O 0.74 -0.32 0.54  N9 1.221
11 O -1.05 -0.31 -0.63  N9 1.211
12 H 1.21 1.88 -0.38  C8 1.088
13 H -0.27 2.35 0.44  C8 1.086
14 H -0.24 2.03 -1.29  C8 1.090
15 C 0.56 -4.33 0.61  N16 1.495, H19 1.084, H20 1.085, H21 1.092
16 N -0.28 -4.73 1.78  C15 1.495, O17 1.213, O18 1.205
17 O -1.14 -3.94 2.14  N16 1.213
18 O -0.08 -5.81 2.26  N16 1.205
19 H 0.61 -3.25 0.52  C15 1.084
20 H 0.18 -4.92 -0.21  C15 1.085
21 H 1.57 -4.64 0.86  C15 1.092
22 C 4.35 5.99 -0.41  N23 1.500, H26 1.086, H27 1.083, H28 1.084
23 N 3.68 4.97 -1.28  C22 1.500, O24 1.208, O25 1.219
24 O 3.77 5.12 -2.47  N23 1.208
25 O 3.04 4.08 -0.73  N23 1.219
26 H 3.74 6.89 -0.52  C22 1.086
27 H 5.37 6.10 -0.75  C22 1.083
28 H 4.31 5.63 0.61  C22 1.084
29 C -1.32 -2.75 -2.99  N30 1.483, H33 1.083, H34 1.086, H35 1.090
30 N -2.20 -3.91 -2.72  C29 1.483, O31 1.214, O32 1.215
31 O -3.38 -3.66 -2.55  N30 1.214
32 O -1.69 -5.01 -2.62  N30 1.215
33 H -0.86 -2.33 -2.10  C29 1.083
34 H -1.97 -2.10 -3.57  C29 1.086
35 H -0.51 -3.04 -3.66  C29 1.090
36 C -2.19 -0.99 2.74  N37 1.473, H40 1.088, H41 1.090, H42 1.083
37 N -3.45 -1.58 3.24  C36 1.473, O38 1.222, O39 1.206
38 O -3.87 -1.12 4.29  N37 1.222
39 O -3.99 -2.47 2.62  N37 1.206
40 H -2.27 -0.81 1.67  C36 1.088
41 H -1.36 -1.69 2.80  C36 1.090
42 H -1.98 -0.17 3.42  C36 1.083
43 C -3.82 0.03 -2.32  N44 1.488, H47 1.081, H48 1.090, H49 1.085
44 N -4.81 -0.31 -1.26  C43 1.488, O45 1.217, O46 1.207
45 O -4.38 -0.97 -0.33  N44 1.217
46 O -5.93 0.11 -1.35  N44 1.207
47 H -3.03 0.55 -1.79  C43 1.081
48 H -4.40 0.53 -3.08  C43 1.090
49 H -3.46 -0.85 -2.85  C43 1.085

Values from the calculation:
HOMO energy = -10.5 eV
LUMO energy = -0.955 eV
energy above the lowest of the compared OMol25 structures with the same formula, charge and spin = 24.15 kcal per mole
gap between HOMO and LUMO = 0.34951 Ha
structure (SMILES) = C[N+](=O)[O-].C[N+](=O)[O-].C[N+](=O)[O-].C[N+](=O)[O-].C[N+](=O)[O-].C[N+](=O)[O-].C[N+](=O)[O-]

=====

No. 2
# C18H36FO4S

2 unconnected molecules or ions with the total composition C18H36FO4S at a distorted geometry (ωB97M-V/def2-TZVPD, OMol25).

Last columns: bonded neighbours and bond lengths (Å).
Positions of all 60 atoms, in Å:
1 C -2.14 -0.37 -2.95  C2 1.554, H24 1.086, H25 1.095, H26 1.085
2 C -1.11 0.78 -2.82  C1 1.554, C3 1.567, H27 1.088, H28 1.087
3 C -0.25 0.94 -4.12  C2 1.567, C4 1.542, H29 1.082, H30 1.101
4 C 1.24 1.03 -3.76  C3 1.542, C5 1.533, H31 1.093, H32 1.092
5 C 2.03 -0.23 -4.13  C4 1.533, C6 1.544, H33 1.094, H34 1.085
6 C 1.31 -1.53 -3.71  C5 1.544, C7 1.552, H35 1.081, H36 1.085
7 C 2.21 -2.46 -2.85  C6 1.552, C8 1.549, H37 1.087, H38 1.089
8 C 1.36 -3.00 -1.67  C7 1.549, C9 1.532, H39 1.091, H40 1.087
9 C 1.29 -1.95 -0.56  C8 1.532, C10 1.522, H41 1.093, H42 1.089
10 C 2.33 -2.13 0.52  C9 1.522, C11 1.530, H43 1.094, H44 1.089
11 C 2.68 -0.88 1.33  C10 1.530, C12 1.533, H45 1.094, H46 1.086
12 C 1.48 -0.04 1.79  C11 1.533, C13 1.538, H47 1.088, H48 1.087
13 C 1.03 -0.32 3.23  C12 1.538, C14 1.545, H49 1.088, H50 1.089
14 C -0.44 0.13 3.40  C13 1.545, C15 1.522, H51 1.092, H52 1.086
15 C -0.69 0.75 4.77  C14 1.522, C16 1.531, H53 1.090, H54 1.084
16 C -2.16 1.09 5.02  C15 1.531, C17 1.531, H55 1.089, H56 1.086
17 C -2.70 2.18 4.10  C16 1.531, C18 1.517, O23 1.441, H57 1.088
18 C -3.48 1.59 2.94  C17 1.517, O19 1.428, H58 1.083, H59 1.084
19 O -3.37 2.49 1.84  C18 1.428, S20 1.615
20 S -2.09 3.45 2.03  O19 1.615, O21 1.409, O22 1.413, O23 1.595
21 O -2.45 4.81 1.92  S20 1.409
22 O -1.10 3.03 1.11  S20 1.413
23 O -1.70 3.04 3.52  C17 1.441, S20 1.595
24 H -3.16 0.01 -3.04  C1 1.086
25 H -2.13 -1.02 -2.07  C1 1.095
26 H -1.91 -1.00 -3.80  C1 1.085
27 H -0.46 0.51 -1.98  C2 1.088
28 H -1.68 1.68 -2.62  C2 1.087
29 H -0.56 1.88 -4.56  C3 1.082
30 H -0.48 0.13 -4.82  C3 1.101
31 H 1.70 1.86 -4.32  C4 1.093
32 H 1.38 1.28 -2.70  C4 1.092
33 H 2.97 -0.18 -3.58  C5 1.094
34 H 2.27 -0.24 -5.19  C5 1.085
35 H 0.42 -1.31 -3.14  C6 1.081
36 H 1.08 -2.07 -4.62  C6 1.085
37 H 2.56 -3.31 -3.42  C7 1.087
38 H 3.02 -1.90 -2.39  C7 1.089
39 H 1.74 -3.96 -1.30  C8 1.091
40 H 0.34 -3.15 -2.03  C8 1.087
41 H 0.31 -2.04 -0.09  C9 1.093
42 H 1.29 -0.94 -0.99  C9 1.089
43 H 3.25 -2.45 0.03  C10 1.094
44 H 2.07 -2.97 1.18  C10 1.089
45 H 3.20 -1.22 2.23  C11 1.094
46 H 3.39 -0.25 0.80  C11 1.086
47 H 1.78 1.00 1.75  C12 1.088
48 H 0.61 -0.12 1.13  C12 1.087
49 H 1.13 -1.37 3.51  C13 1.088
50 H 1.60 0.31 3.90  C13 1.089
51 H -1.08 -0.74 3.23  C14 1.092
52 H -0.67 0.85 2.63  C14 1.086
53 H -0.43 0.01 5.53  C15 1.090
54 H -0.07 1.63 4.90  C15 1.084
55 H -2.76 0.19 4.88  C16 1.089
56 H -2.32 1.40 6.05  C16 1.086
57 H -3.31 2.86 4.70  C17 1.088
58 H -4.50 1.46 3.30  C18 1.083
59 H -3.03 0.66 2.60  C18 1.084
60 F -0.85 0.11 -6.58  no bonds

Values from the calculation:
HOMO energy = -3.5 eV
LUMO energy = 1.890 eV
gap between HOMO and LUMO = 0.19749 Ha
charge = -1

=====

No. 3
# C7H12N2

C7H12N2 in the gas phase at a distorted geometry (ωB97M-V/def2-TZVPD, OMol25).

Last columns: bonded neighbours and bond lengths (Å).
Positions of all 21 atoms, in Å:
1 C -2.36 -0.90 -1.24  C4 1.481, H14 1.093, H15 1.090, H16 1.093
2 C 1.26 -0.44 1.52  C5 1.512, H17 1.092, H18 1.090, H19 1.092
3 C -1.05 0.80 0.17  C4 1.273, N6 1.325
4 C -1.22 -0.13 -0.68  C1 1.481, C3 1.273, C7 1.723
5 C 1.17 0.21 0.16  C2 1.512, C7 1.604, C8 1.344
6 N -1.26 1.75 1.08  C3 1.325, H10 1.012, H11 1.014
7 C 0.40 -0.63 -0.97  C4 1.723, C5 1.604, N9 1.341, H13 1.103
8 C 1.96 1.25 -0.17  C5 1.344, H20 1.083, H21 1.084
9 N 0.50 -1.97 -0.93  C7 1.341, H12 1.020
10 H -1.17 2.71 0.79  N6 1.012
11 H -0.91 1.56 2.01  N6 1.014
12 H 1.42 -2.27 -0.61  N9 1.020
13 H 0.65 -0.13 -1.92  C7 1.103
14 H -2.49 -0.66 -2.29  C1 1.093
15 H -3.28 -0.72 -0.69  C1 1.090
16 H -2.10 -1.96 -1.19  C1 1.093
17 H 2.16 -1.05 1.61  C2 1.092
18 H 0.40 -1.10 1.69  C2 1.090
19 H 1.30 0.32 2.31  C2 1.092
20 H 1.96 1.66 -1.17  C8 1.083
21 H 2.65 1.69 0.54  C8 1.084

Values from the calculation:
HOMO energy (alpha / beta) = -6.6 / -6.6 eV
LUMO energy (alpha / beta) = 0.133 / 0.127 eV
energy above the lowest of the compared OMol25 structures with the same formula, charge and spin = 120.82 kcal per mole
gap between HOMO and LUMO (alpha / beta) = 0.24699 / 0.24620 Ha

=====

No. 4
# BrH3O3Si

2 unconnected molecules or ions with the total composition BrH3O3Si at a distorted geometry (ωB97M-V/def2-TZVPD, OMol25).

Last columns: bonded neighbours and bond lengths (Å).
Positions of all 8 atoms, in Å:
1 O -0.20 -2.42 1.90  Si2 1.486
2 Si 0.11 -1.00 2.24  O1 1.486, O3 1.561, Br4 2.140
3 O 0.27 0.31 1.40  Si2 1.561, H5 0.994
4 Br 0.30 -0.40 4.28  Si2 2.140
5 H 0.08 0.57 0.46  O3 0.994
6 O -0.11 1.51 -0.69  H7 0.974, H8 1.001
7 H -0.76 1.74 -1.38  O6 0.974
8 H 0.03 2.32 -0.11  O6 1.001

Values from the calculation:
HOMO energy = -10.3 eV
LUMO energy = -0.136 eV
energy above the lowest of the compared OMol25 structures with the same formula, charge and spin = 55.25 kcal per mole
gap between HOMO and LUMO = 0.37474 Ha
structure (SMILES) = O=[Si](O)Br.O

=====

no.,M (g/mol)
1,427.3
2,367.5
3,124.2
4,159.0